(1)
Computed, not measured: a structure of composition C39H89Br2N5O4P in a non-equilibrium geometry, with ωB97M-V/def2-TZVPD.

Last column: Löwdin charge in e.
Geometry (Å):
1 C 0.931838 -2.600640 3.852891  -0.08
2 C 0.784431 -1.304729 4.642990  -0.24
3 N 1.038455 -0.148792 3.779873  -0.09
4 C -0.057723 0.080352 2.767646  -0.19
5 C 0.484024 0.153016 1.346811  -0.19
6 P -0.726703 0.422846 -0.168567  0.62
7 N -1.675071 1.686621 0.660541  -0.07
8 C -1.750203 -1.073656 0.400530  -0.25
9 C -2.910291 -0.940281 1.403077  -0.21
10 C -4.318746 -0.670196 0.811044  -0.42
11 C -4.801471 0.768559 1.028571  -0.09
12 C -5.319538 -1.631390 1.466154  -0.09
13 C -2.073277 0.700112 -1.618746  -0.65
14 Br -2.197942 -0.773085 -2.949789  0.68
15 C -2.310844 2.012623 -2.421075  -0.75
16 C -2.068652 3.358538 -1.763331  -0.19
17 Br -1.405849 2.077451 -4.183119  0.68
18 O 0.341321 1.690699 -0.749919  -0.27
19 C 1.502560 1.294300 -1.419894  -0.36
20 C 1.878244 2.253208 -2.555421  -0.04
21 C 1.427467 -0.254577 -1.697807  -0.49
22 C 2.687324 -0.846628 -1.042597  -0.02
23 C 1.508322 -0.595649 -3.210490  -0.12
24 C 0.997601 -1.962545 -3.749133  -0.18
25 C 0.616742 -3.114251 -2.829064  -0.27
26 O 1.736741 -3.813649 -2.263733  -0.09
27 O 0.254281 -0.709598 -1.097805  -0.29
28 C 1.307174 1.018770 4.524825  -0.51
29 C 2.310375 1.959588 3.910872  0.00
30 O 0.794448 1.256166 5.589758  0.09
31 H 1.823446 -2.552816 3.226627  0.08
32 H 0.084197 -2.749060 3.176862  0.05
33 H 0.968060 -3.459392 4.524447  0.07
34 H -0.207519 -1.260744 5.115017  0.11
35 H 1.511419 -1.288884 5.457113  0.11
36 H -0.574666 1.000348 3.056226  0.11
37 H -0.738022 -0.757819 2.902455  0.09
38 H 1.264205 0.922414 1.354666  0.07
39 H 0.961518 -0.816628 1.175118  0.07
40 H -1.141431 2.543121 0.563023  0.04
41 H -1.746768 1.528098 1.656234  0.01
42 H -0.995583 -1.736858 0.838075  0.07
43 H -2.134890 -1.628248 -0.456796  0.03
44 H -2.730454 -0.241861 2.222417  0.09
45 H -2.984889 -1.920849 1.895118  0.08
46 H -4.280958 -0.897666 -0.258794  0.12
47 H -5.890596 0.828335 0.942254  0.06
48 H -4.338993 1.471691 0.338753  0.05
49 H -4.549452 1.084585 2.045522  0.08
50 H -5.105653 -2.667751 1.190084  0.07
51 H -5.211800 -1.579704 2.556041  0.08
52 H -6.352453 -1.387612 1.212177  0.07
53 H -3.018848 0.521594 -1.115550  0.00
54 H -3.354595 2.001013 -2.740484  0.07
55 H -2.468400 4.136487 -2.418958  0.06
56 H -2.619801 3.399280 -0.825302  0.06
57 H -1.013805 3.553305 -1.588113  0.06
58 H 2.316576 1.405961 -0.682774  0.12
59 H 1.021742 2.859632 -2.841439  0.03
60 H 2.645765 2.947277 -2.201314  0.07
61 H 2.273138 1.751529 -3.435474  0.06
62 H 3.549114 -0.257234 -1.373942  0.09
63 H 2.645139 -0.787669 0.045413  0.07
64 H 2.873261 -1.871892 -1.354880  0.07
65 H 2.566676 -0.494903 -3.476140  0.11
66 H 0.993643 0.179586 -3.781561  0.07
67 H 0.107158 -1.771890 -4.349169  0.06
68 H 1.739854 -2.357379 -4.453413  0.11
69 H 0.082331 -3.852651 -3.436437  0.11
70 H -0.062863 -2.789444 -2.046352  0.08
71 H 1.825263 -3.519189 -1.352787  0.06
72 H 3.167190 2.056593 4.577613  0.07
73 H 1.846218 2.932867 3.742138  0.09
74 H 2.653320 1.566776 2.956225  0.07
75 C -2.457181 -4.861670 2.675235  -0.08
76 C -2.565103 -4.496745 4.146454  -0.27
77 N -3.871831 -4.779483 4.714948  -0.20
78 C -4.081898 -4.165710 6.011870  -0.25
79 C -3.205537 -4.626283 7.184129  -0.09
80 C -4.336311 -6.145855 4.567410  -0.25
81 C -3.464002 -7.270382 5.144045  -0.08
82 H -3.250463 -4.380432 2.101678  0.07
83 H -1.499505 -4.512524 2.286337  0.07
84 H -2.504742 -5.937486 2.500572  0.07
85 H -2.398279 -3.420240 4.248618  0.11
86 H -1.744059 -4.987616 4.695235  0.10
87 H -5.134355 -4.298777 6.279005  0.11
88 H -3.941594 -3.088358 5.881252  0.11
89 H -3.488285 -5.614849 7.545431  0.05
90 H -3.316523 -3.930789 8.018510  0.07
91 H -2.148894 -4.648346 6.915281  0.07
92 H -4.477271 -6.338146 3.501302  0.10
93 H -5.337137 -6.201128 5.004093  0.11
94 H -2.412284 -7.135398 4.887948  0.07
95 H -3.781117 -8.229557 4.729389  0.07
96 H -3.542065 -7.342933 6.228257  0.05
97 C -0.355560 0.792460 -7.203227  -0.13
98 C -0.235576 -0.034056 -8.474085  -0.27
99 N -1.523862 -0.431409 -9.017586  -0.20
100 C -1.432133 -1.441992 -10.051099  -0.26
101 C -0.728691 -1.077244 -11.366001  -0.09
102 C -2.461937 0.649864 -9.256714  -0.25
103 C -2.030530 1.781780 -10.200374  -0.08
104 H -0.956840 0.275397 -6.456236  0.05
105 H 0.635968 0.962279 -6.780542  0.07
106 H -0.802209 1.770575 -7.386709  0.06
107 H 0.312563 -0.952631 -8.246778  0.12
108 H 0.381462 0.519976 -9.202257  0.10
109 H -2.446251 -1.786342 -10.274439  0.11
110 H -0.915419 -2.301676 -9.612875  0.11
111 H -1.335044 -0.418136 -11.986823  0.05
112 H -0.538544 -1.984478 -11.943895  0.07
113 H 0.232343 -0.593025 -11.189405  0.06
114 H -2.716603 1.090002 -8.290486  0.10
115 H -3.390596 0.203972 -9.623236  0.11
116 H -1.016517 2.120949 -9.984170  0.06
117 H -2.695629 2.638089 -10.071667  0.07
118 H -2.074470 1.490037 -11.249527  0.05
119 C 7.730371 7.080209 4.187755  -0.10
120 C 7.360559 5.642724 3.854292  -0.28
121 N 6.189419 5.176664 4.572544  -0.20
122 C 5.994873 3.739283 4.491674  -0.25
123 C 5.701262 3.125146 3.118634  -0.09
124 C 4.992664 5.987955 4.417239  -0.25
125 C 4.454170 6.215293 2.998383  -0.08
126 H 7.840343 7.209380 5.265355  0.08
127 H 8.677656 7.336841 3.711412  0.07
128 H 6.983750 7.790059 3.830696  0.06
129 H 8.190896 4.991377 4.141067  0.12
130 H 7.261216 5.549477 2.760508  0.10
131 H 5.189047 3.475023 5.182100  0.10
132 H 6.896863 3.268443 4.896099  0.11
133 H 4.688800 3.341092 2.781906  0.04
134 H 5.794629 2.038796 3.175255  0.07
135 H 6.399293 3.471932 2.355767  0.07
136 H 5.188115 6.963446 4.869460  0.10
137 H 4.211725 5.537495 5.034487  0.11
138 H 5.250245 6.477383 2.299633  0.07
139 H 3.740788 7.041481 3.006012  0.07
140 H 3.933993 5.343284 2.605822  0.06

Force components x, y, z for each atom (eV/Å):
-0.25 0.20 -0.17
-0.19 -0.12 -0.01
-0.09 -0.28 0.36
0.71 0.13 -0.05
-0.13 -0.18 0.13
0.48 -0.31 0.37
0.10 0.20 0.03
0.08 0.05 0.26
-0.24 -0.43 -0.19
-0.05 0.00 0.29
-0.01 -0.12 0.04
0.28 -0.04 0.15
0.37 0.28 -0.54
-0.23 -0.26 0.05
-0.26 -0.22 -0.01
-0.22 0.14 -0.04
0.18 0.28 0.03
-0.66 0.04 -0.80
0.42 0.03 0.85
0.00 0.25 0.17
0.30 0.24 -0.35
0.11 -0.04 0.03
-0.19 -0.06 0.04
0.14 0.00 0.00
-0.10 -0.14 -0.06
0.00 0.08 0.09
-0.30 0.05 -0.11
-0.03 0.00 -0.38
-0.16 0.00 -0.63
0.09 -0.06 0.62
0.10 -0.13 0.14
0.03 0.00 0.03
0.08 -0.02 -0.03
0.01 0.02 0.00
0.03 0.06 -0.04
-0.15 -0.08 0.04
-0.17 0.11 -0.06
-0.05 -0.06 -0.22
0.08 0.16 0.01
-0.02 0.03 0.02
-0.08 -0.14 -0.02
-0.05 0.00 -0.02
0.09 0.08 -0.07
0.08 0.14 -0.09
0.05 0.05 0.04
-0.09 0.06 -0.02
0.05 0.04 -0.16
0.05 0.05 0.07
0.00 0.06 -0.03
-0.08 0.04 -0.06
-0.12 0.06 -0.03
-0.01 -0.08 -0.07
0.09 0.22 0.23
0.07 -0.12 -0.05
0.09 -0.03 -0.01
0.07 -0.03 0.07
0.01 -0.11 0.11
-0.01 -0.11 -0.01
-0.09 -0.17 -0.14
-0.02 -0.03 -0.03
-0.02 0.02 -0.04
0.00 -0.07 0.02
-0.03 0.00 -0.06
-0.03 -0.08 0.01
-0.06 0.00 -0.03
-0.16 -0.06 0.07
-0.06 0.06 0.03
0.01 0.02 0.05
0.06 0.02 -0.01
0.01 0.12 0.04
-0.01 -0.02 -0.06
-0.10 0.10 0.10
0.12 0.08 0.18
0.05 0.05 0.02
0.04 0.07 -0.04
0.05 -0.01 -0.04
0.05 -0.01 0.03
-0.07 0.10 0.06
-0.04 0.00 0.03
-0.07 -0.10 -0.06
-0.06 -0.02 0.02
-0.02 -0.02 0.00
-0.01 0.00 -0.03
-0.01 -0.01 0.04
0.00 0.01 0.03
-0.01 0.01 0.00
0.00 -0.03 -0.01
0.04 -0.01 -0.03
0.03 -0.02 -0.03
0.00 0.00 0.00
0.00 0.01 -0.01
0.04 0.03 -0.01
0.01 0.02 0.04
0.00 0.01 -0.02
0.00 0.00 0.00
0.05 0.04 0.00
0.08 -0.09 -0.04
0.03 0.08 0.03
0.06 0.03 -0.07
-0.03 -0.12 -0.02
-0.03 -0.03 -0.03
-0.12 0.08 0.06
-0.06 -0.01 -0.02
-0.03 0.00 -0.01
-0.01 0.00 0.02
-0.01 0.00 0.01
-0.01 -0.02 -0.02
-0.01 -0.02 0.00
-0.01 0.03 0.00
0.03 0.03 0.02
0.02 0.04 0.02
0.00 0.00 0.00
0.00 0.00 0.01
0.04 -0.01 0.02
0.02 -0.03 -0.04
0.00 0.00 0.02
0.00 0.00 0.00
0.06 -0.02 0.01
0.04 -0.01 0.00
0.00 0.04 -0.05
0.00 0.01 0.00
0.02 -0.13 0.05
-0.03 -0.05 0.02
-0.09 0.10 0.02
-0.04 -0.01 0.04
-0.03 0.00 0.01
0.00 0.00 0.00
-0.01 0.00 0.00
-0.01 -0.03 -0.01
0.00 0.00 0.01
-0.02 0.02 -0.01
0.03 0.05 -0.02
0.02 0.03 -0.04
-0.01 0.00 0.01
0.01 0.02 0.01
0.05 0.00 -0.01
0.00 -0.05 -0.02
0.01 0.01 0.01
-0.01 0.00 0.00
0.05 -0.02 -0.02

Summary:
Energy above the lowest of the compared OMol25 structures with the same formula, charge and spin   0.00 kcal per mole
Total charge   -1
HOMO-LUMO gap   7.5 eV
Highest occupied orbital energy   -0.1874 Ha



(2)
Computed, not measured: a structure of composition C37H40BClCsF9N8O5S2 in a non-equilibrium geometry, with ωB97M-V/def2-TZVPD.

Last column: Löwdin charge in e.
Geometry (Å):
1 Cs -1.449607 -3.232791 1.795190  1.18
2 C -3.349116 -3.103332 -2.359310  -0.04
3 C -1.997606 -3.271559 -2.975410  -0.36
4 C -1.592259 -4.201526 -3.955249  -0.02
5 C -0.254699 -3.931505 -4.162157  -0.31
6 C 0.709553 -4.627946 -5.065412  -0.05
7 N 0.079758 -2.908299 -3.349866  0.01
8 N -0.982649 -2.502052 -2.619298  0.14
9 B 1.447782 -2.227326 -3.237919  -0.54
10 N 1.313089 -0.683910 -3.268023  0.01
11 N 1.053440 0.038886 -2.161039  0.15
12 C 0.978235 1.298505 -2.551537  -0.36
13 C 0.705354 2.377199 -1.553584  -0.05
14 C 1.177697 1.408271 -3.942308  -0.02
15 C 1.389741 0.107290 -4.356466  -0.31
16 C 1.614549 -0.412120 -5.737938  -0.04
17 N 2.236884 -2.693108 -2.003880  0.01
18 N 1.736742 -3.496097 -1.034818  0.13
19 C 2.744813 -3.755143 -0.211502  -0.36
20 C 2.577074 -4.644424 0.985008  -0.04
21 C 3.915713 -3.102148 -0.647236  -0.01
22 C 3.544764 -2.442816 -1.800128  -0.30
23 C 4.329686 -1.554571 -2.706543  -0.03
24 H -4.081702 -3.747827 -2.848392  0.07
25 H -3.356854 -3.349701 -1.296731  0.05
26 H -3.690639 -2.071319 -2.443999  0.07
27 H -2.184130 -4.967029 -4.432913  0.09
28 H 0.187872 -5.425071 -5.596885  0.07
29 H 1.148924 -3.950404 -5.800851  0.06
30 H 1.534324 -5.070290 -4.503254  0.08
31 H 2.087462 -2.525498 -4.230235  0.10
32 H -0.000945 2.001102 -0.813717  0.05
33 H 1.618245 2.677737 -1.027694  0.07
34 H 0.286491 3.265947 -2.028947  0.08
35 H 1.160424 2.292715 -4.560429  0.09
36 H 1.616503 0.420517 -6.442732  0.07
37 H 2.565753 -0.941942 -5.820108  0.07
38 H 0.828689 -1.111351 -6.031644  0.08
39 H 1.662042 -4.394395 1.524888  0.04
40 H 2.561631 -5.699896 0.707056  0.07
41 H 3.400652 -4.499182 1.685975  0.06
42 H 4.887460 -3.097184 -0.179051  0.09
43 H 5.376329 -1.541002 -2.400415  0.07
44 H 4.273615 -1.899173 -3.742838  0.07
45 H 3.946069 -0.531756 -2.686864  0.07
46 S -3.006604 0.151294 0.754256  0.75
47 C -2.139580 1.494283 1.124288  -0.71
48 N -2.653853 2.747184 1.052354  -0.13
49 C -1.908425 3.928248 1.434525  -0.12
50 C -0.466183 3.757422 1.057920  -0.14
51 N 0.033605 2.549601 1.690745  -0.12
52 C 1.467664 2.486633 1.945012  -0.15
53 C 1.944258 3.695961 2.702580  -0.22
54 C 2.847184 4.593509 2.147993  -0.04
55 C 3.281514 5.699621 2.869215  -0.09
56 C 2.809478 5.919369 4.153655  -0.11
57 C 1.906284 5.024834 4.716883  -0.09
58 C 1.480385 3.920931 3.997279  -0.03
59 C -0.655484 1.374091 1.512351  -0.72
60 S 0.038934 -0.084664 1.657701  0.79
61 C -4.045553 2.993315 0.709710  -0.15
62 C -4.157548 3.629262 -0.653769  -0.21
63 C -3.554224 3.002325 -1.744405  -0.02
64 C -3.641084 3.562047 -3.008365  -0.07
65 C -4.331668 4.753848 -3.200176  -0.11
66 C -4.931076 5.382836 -2.120759  -0.10
67 C -4.840418 4.821529 -0.851696  -0.06
68 H -1.992770 4.103823 2.514838  0.13
69 H -2.339373 4.784198 0.910595  0.13
70 H 0.109204 4.608603 1.419215  0.13
71 H -0.356935 3.702736 -0.031760  0.10
72 H 2.021321 2.356602 1.006647  0.12
73 H 1.646293 1.585882 2.531197  0.08
74 H 3.212799 4.420552 1.142258  0.11
75 H 3.987868 6.389060 2.423700  0.10
76 H 3.146625 6.778855 4.719482  0.09
77 H 1.541065 5.183648 5.723884  0.10
78 H 0.785073 3.214475 4.436292  0.12
79 H -4.487944 3.635244 1.477890  0.13
80 H -4.559969 2.033163 0.718875  0.07
81 H -3.018192 2.071635 -1.595755  0.11
82 H -3.169350 3.061889 -3.844634  0.11
83 H -4.400154 5.188442 -4.189766  0.09
84 H -5.464920 6.314831 -2.261328  0.09
85 H -5.303915 5.317402 -0.005483  0.10
86 O -4.180773 -5.187342 2.394815  -0.39
87 Cl -4.748844 -3.886126 2.122916  0.58
88 O -6.053725 -3.771417 2.712001  -0.35
89 O -3.857541 -2.884162 2.679841  -0.66
90 O -4.821628 -3.684040 0.697594  -0.38
91 F 0.819997 -1.727848 6.751378  0.12
92 C 0.173671 -2.230006 5.667359  -0.53
93 F -0.556782 -1.234486 5.159926  0.15
94 F -0.687727 -3.153592 6.129437  0.15
95 C 1.123380 -2.848120 4.578236  -0.40
96 O 0.481674 -3.017972 3.442602  -0.45
97 C 1.653592 -4.218420 5.130680  -0.53
98 F 2.757762 -4.608820 4.466171  0.14
99 F 1.981119 -4.205819 6.446586  0.13
100 F 0.741867 -5.181289 4.971780  0.15
101 C 2.353846 -1.885975 4.414690  -0.53
102 F 3.005351 -2.130231 3.279750  0.16
103 F 1.960682 -0.596658 4.380207  0.12
104 F 3.262594 -1.976639 5.419841  0.13

Force components x, y, z for each atom (eV/Å):
0.71 -0.30 -1.44
-0.05 0.01 0.06
0.06 -0.02 0.00
-0.02 0.02 0.03
-0.05 -0.11 0.00
0.03 -0.01 -0.02
0.05 0.07 0.02
-0.09 0.05 -0.04
-0.01 -0.14 -0.23
-0.03 -0.06 0.09
0.15 0.04 0.03
-0.04 0.11 -0.08
0.10 -0.24 -0.17
0.03 -0.02 0.05
-0.09 0.03 -0.08
0.02 -0.02 -0.03
-0.06 -0.04 0.09
0.07 -0.08 0.00
0.00 0.05 -0.06
0.00 0.25 0.02
0.07 -0.08 0.04
-0.05 0.10 0.09
0.04 0.00 -0.01
0.02 0.01 0.00
0.01 -0.03 -0.04
-0.01 0.05 -0.02
0.00 0.00 0.00
0.01 -0.01 0.00
-0.02 0.01 0.01
0.00 0.01 0.01
-0.04 -0.01 0.07
0.10 -0.08 -0.16
-0.07 0.02 -0.05
-0.03 0.00 -0.06
0.00 0.02 0.01
0.00 0.01 0.00
-0.01 0.01 0.00
0.01 -0.01 0.01
0.04 -0.09 0.00
-0.08 -0.03 -0.04
0.00 0.02 -0.03
0.01 -0.01 0.02
0.00 0.00 0.01
0.01 0.00 0.02
0.00 0.00 0.01
-0.03 -0.05 0.01
0.13 -0.03 -0.16
-0.11 -0.02 0.14
0.07 0.02 0.07
-0.04 0.17 0.05
-0.05 -0.02 -0.03
0.06 -0.02 0.03
0.02 0.00 0.02
0.00 -0.02 0.01
0.00 0.00 -0.01
0.00 0.00 0.00
-0.01 0.00 0.00
0.00 0.01 0.00
-0.09 0.03 -0.07
0.14 -0.05 0.12
-0.02 -0.04 -0.04
0.00 -0.02 -0.03
0.02 0.04 0.00
0.00 -0.02 0.01
0.00 0.00 -0.01
0.00 0.00 0.01
0.00 0.00 0.00
-0.04 0.02 -0.01
0.04 -0.02 -0.02
0.01 -0.01 0.03
-0.11 0.18 0.28
-0.03 0.01 0.10
0.01 -0.01 -0.01
0.01 0.01 0.00
0.00 0.01 0.00
0.00 0.01 0.00
0.00 0.00 0.00
0.00 0.00 0.00
0.00 0.04 -0.02
0.00 0.02 0.05
0.00 -0.02 0.00
0.00 0.00 0.00
0.01 0.00 0.00
0.00 0.00 0.00
-0.01 0.00 0.00
-0.05 -0.07 0.04
-0.09 -0.08 -0.04
-0.06 -0.03 0.06
-1.32 0.32 0.62
-0.07 0.01 -0.10
-0.04 -0.01 -0.04
0.09 0.01 0.07
0.01 -0.01 -0.01
0.00 0.01 0.00
-0.12 0.00 -0.06
0.78 0.14 0.77
0.04 0.01 0.03
-0.02 -0.02 0.01
0.01 -0.01 -0.02
0.03 0.00 0.01
0.06 -0.01 0.02
-0.02 0.02 0.04
0.03 -0.02 0.00
-0.01 0.01 -0.01

Summary:
Energy above the lowest of the compared OMol25 structures with the same formula, charge and spin   48.00 kcal per mole
Total charge   -2
HOMO-LUMO gap   6.8 eV
Highest occupied orbital energy   -0.1239 Ha



no.,calculated total energy (Eh)
1,-7603.49381
2,-4448.54803